This record from OMol25 describes a structure of composition C31H52BeBrN3OP2. The level of theory is ωB97M-V/def2-TZVPD.

```
91
C31H52BeBrN3OP2, DFT ωB97M-V/def2-TZVPD
C 6.2471 -0.1748 6.4900
C 7.1418 1.4055 4.9222
H -0.9620 4.7280 -1.9243
H -0.0625 0.0818 2.9461
H -6.0512 1.2891 0.1634
C -0.1521 -5.8010 -4.2926
C 8.3165 1.3992 5.6784
C 0.8237 1.5045 -2.7755
C 7.4661 -0.1068 7.1739
H -1.7247 -1.8044 2.4707
H 7.6190 -0.7064 8.0821
H 0.8896 3.7776 -0.6600
H -6.5870 0.5747 3.7727
H 0.6356 -2.6151 -7.8029
C 0.2219 3.1335 1.3073
H -2.7369 4.5771 -1.9801
C 0.5270 -2.3946 -5.6260
H -1.9290 -1.1209 -5.0869
H -3.8473 -2.7708 -6.1540
C 3.3487 0.1328 2.5580
H -1.8666 2.4275 -2.8426
H -5.1086 -0.0440 -0.2028
C 2.0755 0.1525 3.1793
C -3.2695 0.1691 1.7072
H 5.5002 -0.0022 2.6904
Br -2.9082 -0.3563 -1.4071
N -4.2730 1.0925 1.3844
H -4.5617 1.6920 -0.6753
N -3.4871 -0.6357 2.8133
H -0.4353 2.3073 1.6329
H 5.4456 -0.8251 6.8588
H -1.8849 4.3860 -0.4320
H 1.9491 -1.6279 -7.0998
C 3.3790 0.0246 1.1471
C -4.7046 -0.5334 3.6403
H 1.0361 3.2171 2.0475
C 4.7765 0.5229 4.6074
H 1.7704 2.3754 -0.0694
H -4.5746 2.0831 3.2238
H 0.4716 -1.5611 -4.8977
H 0.2644 2.0242 -3.5736
H 0.7424 0.4296 -3.0217
H -3.1444 -2.6808 3.1041
H -5.9174 2.2635 2.0719
H 0.1341 -3.8079 -3.4687
H -0.3336 -6.4711 -3.4332
H 7.0793 2.0360 4.0297
C -1.8209 4.1738 -1.5124
H 0.3127 -0.9468 -7.2609
H -0.3685 4.0628 1.3413
O -2.2274 0.0007 1.0018
H 2.8673 1.3807 -3.4971
C -5.8112 0.3195 3.0197
H -0.6665 -6.2395 -5.1668
H -1.5344 -4.4039 -3.3285
C 0.9022 0.0644 2.4252
C 0.7656 2.8355 -0.0955
H 2.7640 1.8535 -1.7827
H 1.3269 -3.0742 -5.2738
H 9.1653 2.0260 5.3712
C 4.6081 0.2154 3.2930
C 2.2850 1.9713 -2.7678
H -5.1581 -1.5330 3.8218
Be -0.7587 -0.1824 -0.0558
C -0.6512 -4.3805 -3.9974
P -0.2067 1.7446 -1.2464
C 2.2023 -0.0617 0.3933
H 2.3686 3.0313 -3.0626
H -2.0969 -2.2113 -3.6960
H -6.3137 -0.2315 2.1894
C -1.7364 2.6637 -1.7693
C 6.0503 0.5966 5.3209
C 0.8732 -1.8680 -7.0247
H -4.3051 -1.4602 -5.0362
H 2.2751 -0.1453 -0.6975
C -2.5849 -1.7178 3.1624
C -5.1544 1.5416 2.4486
N 8.4984 0.6625 6.7906
C -4.9719 1.0214 0.0932
C -2.2396 -2.1426 -4.7910
H 0.9310 -5.8042 -4.5075
H 2.0033 0.2386 4.2692
H 4.3515 0.0066 0.6390
H 3.8928 0.7404 5.2208
C 0.9331 -0.0461 1.0134
C -3.7172 -2.3917 -5.1257
H -2.5459 2.1453 -1.2257
H -4.4129 -0.0995 4.6188
H -4.1545 -3.1394 -4.4408
H -2.2198 -1.5838 4.1991
P -1.0590 -3.3995 -5.5476
```

- Energy relative to the best compared isomer or geometry (same formula, charge and spin): 1.797 eV
- Highest occupied orbital energy (spin up / spin down): -12.36 / -12.60 eV
- LUMO energy (spin up / spin down): -8.9 / -8.4 eV
- Frontier orbital gap (spin up / spin down): 3.4616 / 4.2125 eV
- Total charge: +2